(1)
Computed, not measured: 4 unconnected molecules or ions with the total composition C22H21NO14S in a non-equilibrium geometry, with the ωB97M-V functional and the def2-TZVPD basis.

Calculated values
- SMILES = O=C1C=C(O)C(=O)C=C1O.O=C1C=C(O)C(=O)C=C1O.O=C1C=C(O)C(=O)C=C1O.O=C(O)NCCCS
- largest force on an atom (eV Å⁻¹) = 2.9
- HOMO level (eV) = -9.088
- ΔE to the lowest compared entry with this formula, charge and spin (kcal/mol) = 33.7
- charge = 0

Element x y z (Å)
S: 0.730 -2.612 -0.406
O: 3.962 3.591 -2.829
O: -5.215 -7.704 -0.921
O: 3.985 8.798 -1.874
O: -2.446 0.607 7.721
O: -1.788 -4.749 0.346
O: -0.426 -5.640 -1.829
O: 1.552 4.833 -2.535
O: -2.801 2.919 6.342
O: 6.380 7.577 -2.252
O: 2.408 0.094 -3.172
O: -1.231 -1.811 3.880
O: -1.501 0.526 2.513
O: -3.816 -8.659 -3.044
O: 1.445 1.991 -2.218
N: 0.147 0.015 -2.312
C: -2.167 1.791 4.386
C: 5.241 5.548 -2.557
C: -2.330 -5.694 -0.461
C: 1.352 0.806 -2.561
C: -2.239 0.561 6.522
C: -2.403 1.794 5.700
C: 0.323 0.185 0.278
C: -3.541 -6.203 -0.219
C: 3.953 7.602 -2.109
C: 2.698 6.852 -2.201
C: -1.603 -0.676 4.526
C: 2.707 5.538 -2.444
C: 5.229 6.860 -2.317
C: -3.285 -7.693 -2.253
C: -2.076 -7.182 -2.497
C: -1.835 -0.672 5.841
C: 1.400 -0.984 0.200
C: 3.987 4.790 -2.626
C: -1.518 -6.141 -1.629
C: -4.108 -7.226 -1.100
C: -0.534 0.411 -1.047
C: -1.740 0.564 3.708
H: -0.831 1.509 -1.148
H: -0.912 -4.545 -0.041
H: 1.881 -1.072 1.227
H: -4.141 -5.886 0.624
H: -0.090 -2.407 -1.506
H: -1.737 -1.563 6.446
H: -0.467 0.233 -3.118
H: 6.160 4.999 -2.707
H: 2.947 0.706 -3.713
H: 0.739 1.195 0.587
H: -1.512 -0.168 -0.951
H: 6.104 8.495 -2.068
H: 1.779 7.406 -2.066
H: -2.280 2.678 3.778
H: 2.260 -0.722 -0.513
H: 1.817 3.906 -2.710
H: -1.470 -7.510 -3.331
H: -0.425 -0.112 1.098
H: -1.123 -1.555 2.944
H: -4.692 -8.856 -2.660
H: -2.902 2.661 7.278

***

(2)
Computed, not measured: a molecular structure, C22H22BIN10OTi, with the ωB97M-V functional and the def2-TZVPD basis.

Calculated values
- largest force on an atom (eV Å⁻¹) = 0.7
- HOMO level (alpha / beta) (eV) = -11.660 / -11.680
- 2S+1 = 2
- ΔE to the lowest compared entry with this formula, charge and spin (kcal/mol) = 0.0
- charge = +1

Element x y z (Å)
I: -1.814 -3.761 2.339
Ti: -0.655 -1.971 0.695
O: -2.282 -1.842 -0.299
N: 0.356 -0.743 -0.722
N: 1.219 -2.027 1.769
N: 3.929 -1.942 -0.855
N: 4.638 -3.008 -1.301
N: 1.762 -3.348 -0.862
N: 2.405 -2.013 1.121
N: 1.664 -0.876 -1.030
N: 0.486 -3.458 -0.418
N: -7.116 2.558 1.775
N: -4.422 -1.243 -0.004
C: 4.746 -0.867 -0.670
C: -0.152 0.185 -1.539
C: 5.882 -2.588 -1.415
C: 0.011 -4.616 -0.888
C: 3.404 -2.149 2.006
C: -6.065 2.096 1.828
C: -0.840 -0.260 1.955
C: 6.013 -1.238 -1.027
C: 0.836 0.667 -2.386
C: -2.190 0.359 1.910
C: -3.914 -3.555 -0.220
C: -3.188 -0.061 2.795
C: 1.488 -2.161 3.070
C: -4.748 1.517 1.868
C: 2.076 -4.420 -1.603
C: 0.979 -5.262 -1.643
C: 1.970 -0.043 -2.034
C: -2.501 1.390 1.016
C: -3.762 1.962 0.986
C: -4.449 0.509 2.783
C: 2.860 -2.243 3.271
C: -3.519 -2.189 -0.165
B: 2.495 -2.054 -0.429
H: -0.645 -0.665 2.946
H: 0.742 1.412 -3.155
H: 4.430 -2.175 1.680
H: -4.130 -0.277 0.106
H: 3.062 -4.507 -2.022
H: -4.924 -3.850 0.022
H: 4.367 0.069 -0.290
H: 0.692 -2.213 3.794
H: -5.394 -1.472 0.129
H: 6.645 -3.262 -1.771
H: -3.986 2.767 0.300
H: -3.209 -4.294 -0.559
H: -0.035 0.425 1.699
H: 0.904 -6.212 -2.140
H: -2.963 -0.847 3.506
H: -5.207 0.181 3.482
H: -1.729 1.771 0.358
H: 2.965 -0.018 -2.444
H: 3.382 -2.361 4.203
H: -1.198 0.439 -1.489
H: 6.901 -0.632 -1.015
H: -0.983 -4.942 -0.633